{"formula": "C19H25N3SSiV", "method": "ωB97M-V/def2-TZVPD", "symbols": ["C", "C", "C", "H", "C", "C", "H", "H", "H", "H", "V", "C", "H", "H", "H", "Si", "C", "C", "H", "C", "H", "C", "H", "C", "H", "C", "H", "C", "C", "H", "C", "H", "C", "H", "C", "H", "C", "H", "H", "H", "N", "N", "C", "N", "S", "H", "H", "H", "H", "H"], "positions_angstrom": [[0.825, 1.642, 0.831], [1.108, 1.974, -0.514], [-0.090, 1.825, -1.274], [2.097, 2.234, -0.906], [-1.140, 1.438, -0.390], [-0.571, 1.285, 0.919], [-1.111, 1.214, 1.848], [1.510, 1.688, 1.680], [-0.219, 2.031, -2.326], [-2.180, 1.273, -0.654], [0.405, 0.040, -0.372], [-0.939, -2.169, -3.217], [-2.026, -2.306, -3.313], [-0.322, -3.055, -3.164], [-0.914, -1.720, -2.221], [-0.153, -0.966, -4.835], [1.539, -1.126, -5.642], [2.469, -0.081, -5.815], [2.357, 0.859, -5.280], [3.557, -0.252, -6.682], [4.284, 0.553, -6.822], [3.765, -1.469, -7.362], [4.627, -1.600, -8.033], [2.876, -2.528, -7.118], [3.059, -3.491, -7.579], [1.789, -2.362, -6.266], [1.127, -3.205, -6.105], [-1.424, 0.093, -5.723], [-1.139, 0.427, -7.059], [-0.238, 0.046, -7.540], [-1.991, 1.268, -7.774], [-1.716, 1.595, -8.770], [-3.193, 1.721, -7.192], [-3.834, 2.413, -7.744], [-3.533, 1.281, -5.903], [-4.477, 1.620, -5.473], [-2.670, 0.463, -5.171], [-2.938, 0.125, -4.170], [0.012, -0.844, -3.364], [-0.783, -2.361, -5.085], [-1.000, -1.245, 0.679], [-0.580, -1.096, 2.060], [0.738, -1.364, 2.259], [1.130, -1.671, 3.504], [1.810, -1.343, 0.916], [-1.020, -2.251, 0.461], [-1.981, -0.949, 0.632], [-1.238, -1.525, 2.725], [2.099, -1.895, 3.688], [0.537, -1.463, 4.298]], "forces_ev_per_angstrom": [[-0.576, 2.141, 0.763], [0.285, 1.543, 0.337], [0.081, 1.117, -0.595], [-0.459, -0.152, 0.163], [0.014, 0.062, 0.169], [0.749, 2.761, 0.025], [0.071, -0.403, -0.114], [-0.196, -0.097, -0.473], [0.139, 0.106, -0.004], [0.204, 0.113, 0.011], [-0.872, -5.022, -1.328], [-0.310, -0.050, 2.698], [0.494, -0.002, -1.146], [-0.065, -0.166, -0.406], [0.308, 0.236, 0.180], [-0.267, -0.057, -3.849], [0.215, -0.386, 0.222], [0.027, -0.208, -0.187], [-0.034, -0.072, -0.194], [0.145, -0.300, -0.086], [-0.390, -0.204, 0.111], [-0.483, 0.156, 0.598], [-0.542, 0.111, 0.385], [0.510, 0.334, -0.035], [-0.118, 0.072, -0.002], [0.099, 0.128, -0.193], [0.002, 0.069, -0.096], [-0.479, 0.022, 0.331], [0.178, 0.210, 0.214], [-0.084, 0.234, 0.135], [-0.666, 0.103, 0.524], [-0.051, -0.139, 0.018], [0.827, -0.448, 0.156], [0.158, -0.325, 0.261], [-0.145, 0.192, -0.202], [0.295, -0.228, -0.047], [0.533, 0.235, -0.353], [-0.062, 0.242, -0.141], [-0.576, -0.319, 0.702], [0.478, 0.633, 0.251], [-0.520, -0.595, 0.642], [-0.834, -1.451, 0.142], [0.756, -0.607, -0.061], [-0.333, 0.491, -0.704], [0.441, -0.680, 1.312], [0.187, 0.199, 0.142], [0.414, 0.208, 0.142], [0.443, 0.239, -0.254], [-0.078, 0.173, -0.099], [0.089, -0.217, -0.064]], "lowdin_charge": [-0.18, -0.16, -0.19, 0.14, -0.17, -0.21, 0.13, 0.13, 0.11, 0.12, 0.49, -0.05, 0.09, 0.07, 0.00, 0.82, -0.30, -0.08, 0.11, -0.05, 0.12, -0.03, 0.13, -0.05, 0.12, -0.11, 0.10, -0.29, -0.09, 0.11, -0.05, 0.12, -0.04, 0.12, -0.06, 0.12, -0.10, 0.09, 0.07, 0.12, -0.04, -0.06, -0.74, 0.16, 0.78, 0.13, 0.13, 0.18, 0.13, 0.14], "lumo_energy_ev": [-8.205, -8.220], "largest_force_ev_per_a": 5.27, "orbital_gap_ev": [5.50, 4.93], "e_above_lowest_kj_mol": 403.5, "charge": 2, "spin_multiplicity": 2, "energy_ev": -68958.1440, "homo_energy_ev": [-13.70, -13.15]}

{"formula": "C19H25N4OP2SW", "method": "ωB97M-V/def2-TZVPD", "symbols": ["W", "C", "P", "C", "C", "C", "P", "C", "C", "H", "H", "H", "H", "H", "H", "H", "H", "H", "H", "H", "H", "H", "H", "H", "H", "N", "C", "C", "C", "C", "C", "C", "S", "N", "C", "C", "C", "C", "C", "C", "N", "H", "H", "H", "H", "H", "H", "H", "H", "H", "O", "C", "N"], "positions_angstrom": [[-0.201, 0.186, 0.140], [0.769, 1.680, -3.057], [-0.453, 1.969, -1.748], [-1.988, 2.319, -2.651], [0.023, 3.572, -0.988], [-0.490, 3.681, 0.449], [0.096, 2.260, 1.429], [1.850, 2.518, 1.778], [-0.785, 2.259, 3.004], [0.754, 2.509, -3.764], [0.531, 0.762, -3.595], [1.765, 1.601, -2.626], [-1.760, 3.031, -3.445], [-2.742, 2.760, -1.999], [-2.384, 1.416, -3.118], [-0.353, 4.394, -1.598], [1.113, 3.634, -1.007], [-1.583, 3.693, 0.485], [-0.142, 4.599, 0.927], [1.965, 3.443, 2.346], [2.419, 2.592, 0.852], [2.230, 1.685, 2.367], [-0.641, 3.215, 3.510], [-0.390, 1.459, 3.631], [-1.852, 2.106, 2.841], [-1.480, -2.528, 3.113], [-0.555, -2.647, 4.191], [-0.936, -3.339, 5.328], [-0.065, -3.415, 6.404], [1.166, -2.782, 6.350], [1.539, -2.071, 5.212], [0.682, -2.023, 4.131], [1.215, -1.276, 2.620], [-0.286, -1.008, 1.814], [-1.381, -1.711, 2.095], [-2.540, -1.443, 1.207], [-3.758, -2.067, 1.317], [-4.788, -1.715, 0.445], [-4.557, -0.734, -0.500], [-3.303, -0.153, -0.560], [-2.301, -0.490, 0.266], [-2.356, -3.015, 3.248], [-1.908, -3.818, 5.379], [-0.357, -3.967, 7.287], [1.845, -2.842, 7.189], [2.505, -1.582, 5.164], [-3.942, -2.830, 2.061], [-5.752, -2.204, 0.515], [-5.328, -0.423, -1.190], [-3.084, 0.605, -1.292], [3.247, -1.471, -1.585], [2.388, -0.922, -1.084], [1.462, -0.294, -0.541]], "forces_ev_per_angstrom": [[-0.380, 0.497, -0.480], [-0.036, -0.094, 0.009], [0.021, 0.099, 0.183], [-0.034, -0.043, 0.057], [-0.020, -0.034, 0.022], [0.013, -0.061, -0.048], [0.066, 0.041, 0.110], [0.005, -0.039, -0.042], [-0.001, -0.073, -0.018], [-0.029, 0.035, 0.020], [0.023, -0.003, -0.002], [0.032, -0.001, -0.020], [-0.008, 0.040, 0.017], [-0.015, -0.010, -0.017], [0.021, 0.018, -0.030], [0.010, 0.024, -0.014], [0.023, 0.012, -0.047], [-0.015, 0.012, 0.023], [-0.022, 0.026, 0.018], [-0.020, 0.025, -0.005], [0.034, 0.004, 0.006], [0.002, 0.003, -0.004], [0.020, 0.022, -0.008], [-0.014, 0.013, 0.027], [-0.003, 0.009, 0.027], [-0.154, -0.095, 0.041], [0.070, -0.074, 0.195], [-0.163, -0.037, -0.073], [0.032, -0.012, 0.054], [0.022, 0.031, -0.044], [0.069, 0.016, 0.089], [-0.103, 0.133, -0.191], [0.212, -0.101, 0.145], [-0.412, -0.019, 0.122], [0.333, 0.046, -0.026], [-0.061, 0.009, 0.059], [-0.061, -0.072, 0.050], [-0.006, 0.006, -0.009], [-0.057, -0.027, 0.003], [0.060, -0.007, -0.059], [0.373, -0.097, -0.050], [0.017, -0.034, 0.031], [0.026, 0.013, 0.002], [0.004, 0.005, -0.007], [0.001, 0.004, -0.009], [-0.013, -0.017, 0.027], [-0.003, 0.010, -0.017], [0.012, 0.006, 0.003], [0.019, 0.007, 0.000], [0.021, 0.027, -0.024], [0.070, -0.039, -0.033], [-0.276, 0.168, 0.187], [0.297, -0.375, -0.247]], "lowdin_charge": [1.28, -0.23, 0.76, -0.24, -0.37, -0.36, 0.74, -0.20, -0.21, 0.08, 0.07, 0.05, 0.08, 0.06, 0.06, 0.11, 0.09, 0.10, 0.12, 0.08, 0.06, 0.04, 0.08, 0.05, 0.06, 0.20, -0.21, 0.02, -0.02, -0.01, -0.06, -0.44, 1.02, -0.47, -0.30, -0.17, 0.05, 0.05, 0.03, -0.07, -0.06, 0.16, 0.13, 0.13, 0.13, 0.13, 0.14, 0.15, 0.14, 0.07, 0.33, -0.30, -0.11], "lumo_energy_ev": [-10.966, -11.082], "largest_force_ev_per_a": 0.79, "orbital_gap_ev": [5.65, 5.53], "e_above_lowest_kj_mol": 27.0, "charge": 3, "spin_multiplicity": 1, "energy_ev": -59330.5269, "homo_energy_ev": [-16.62, -16.61]}

{"formula": "C19H25N4P2", "method": "ωB97M-V/def2-TZVPD", "symbols": ["C", "C", "C", "P", "C", "P", "N", "H", "H", "H", "H", "H", "H", "H", "H", "H", "H", "N", "C", "C", "C", "C", "C", "H", "H", "H", "H", "H", "N", "C", "C", "C", "C", "C", "H", "H", "H", "H", "H", "N", "C", "C", "C", "C", "C", "H", "H", "H", "H", "H"], "positions_angstrom": [[3.217, -3.337, 0.223], [2.851, -2.096, -0.071], [2.273, -0.592, -0.309], [0.904, -0.300, 0.968], [1.115, 1.265, 2.016], [-1.128, -0.318, 0.137], [-1.445, -1.696, -0.639], [3.247, -4.345, 0.799], [3.146, 0.164, -0.226], [1.864, -0.499, -1.394], [0.963, -1.417, 1.898], [0.490, 2.168, 1.674], [2.259, 1.492, 2.077], [0.792, 0.979, 3.100], [-2.085, -0.229, 1.219], [-1.353, 0.772, -0.796], [-0.620, -2.327, -0.640], [-6.238, 2.806, 0.121], [-5.514, 2.570, -0.987], [-4.679, 1.475, -1.144], [-4.581, 0.570, -0.096], [-5.316, 0.789, 1.062], [-6.125, 1.913, 1.120], [-5.623, 3.308, -1.776], [-4.121, 1.333, -2.061], [-3.937, -0.300, -0.180], [-5.262, 0.103, 1.898], [-6.722, 2.126, 2.001], [3.848, -5.393, -3.586], [4.375, -5.336, -2.350], [5.120, -6.356, -1.782], [5.333, -7.508, -2.527], [4.798, -7.596, -3.805], [4.070, -6.519, -4.286], [4.179, -4.417, -1.807], [5.525, -6.254, -0.782], [5.910, -8.329, -2.116], [4.944, -8.480, -4.413], [3.635, -6.538, -5.280], [-1.075, 4.544, 2.661], [-0.386, 5.497, 3.315], [-0.224, 6.790, 2.846], [-0.804, 7.126, 1.630], [-1.520, 6.162, 0.932], [-1.628, 4.897, 1.486], [0.051, 5.186, 4.259], [0.340, 7.518, 3.417], [-0.698, 8.128, 1.230], [-1.984, 6.390, -0.019], [-2.181, 4.111, 0.981]], "forces_ev_per_angstrom": [[-3.127, 6.956, -0.288], [1.090, -5.540, 1.766], [1.518, -1.950, -1.087], [1.153, 1.095, 1.391], [0.846, -0.137, 1.111], [-2.389, -3.024, -2.310], [1.883, 1.155, 1.130], [0.271, 2.217, -1.682], [-1.632, -1.153, 0.217], [0.503, -0.260, 1.931], [-0.137, 0.801, -0.909], [1.037, -1.429, 0.335], [-2.129, -0.193, -0.226], [0.431, 0.500, -1.991], [1.036, 0.895, -0.179], [0.487, 0.086, 1.227], [-0.931, 0.238, -0.227], [0.544, -0.670, -0.071], [-0.449, 0.300, 0.491], [0.116, -0.097, 0.124], [0.074, 0.035, 0.051], [0.162, -0.046, -0.117], [-0.211, 0.566, -0.381], [0.024, -0.074, -0.001], [-0.081, 0.008, 0.003], [-0.173, -0.094, -0.099], [-0.061, 0.043, -0.037], [0.053, -0.059, -0.030], [0.375, -0.525, 0.335], [-0.270, -0.010, -0.643], [-0.039, -0.073, -0.092], [0.046, -0.108, 0.010], [0.080, 0.029, 0.198], [-0.203, 0.619, 0.191], [0.079, -0.057, -0.047], [0.001, 0.002, -0.055], [-0.046, 0.071, -0.038], [-0.020, 0.077, 0.024], [0.042, -0.051, 0.051], [0.210, 0.501, -0.371], [-0.267, -0.521, -0.160], [-0.085, 0.007, -0.140], [0.014, 0.082, -0.027], [0.068, 0.070, 0.075], [0.221, -0.251, 0.507], [-0.011, 0.083, -0.025], [-0.043, -0.071, -0.018], [-0.015, -0.090, 0.038], [0.007, -0.034, 0.074], [-0.050, 0.082, -0.032]], "lowdin_charge": [0.08, -0.15, -0.32, 0.84, -0.26, 0.56, -0.34, 0.10, 0.11, 0.11, 0.07, 0.06, 0.08, 0.09, 0.01, 0.02, -0.03, 0.07, -0.15, -0.08, -0.12, -0.08, -0.14, 0.11, 0.10, 0.06, 0.10, 0.11, 0.05, -0.17, -0.08, -0.08, -0.07, -0.15, 0.05, 0.10, 0.11, 0.11, 0.10, 0.03, -0.16, -0.07, -0.07, -0.07, -0.17, 0.10, 0.11, 0.11, 0.11, 0.09], "lumo_energy_ev": -4.072, "largest_force_ev_per_a": 7.63, "orbital_gap_ev": 7.43, "charge": 1, "spin_multiplicity": 1, "energy_ev": -44633.0702, "homo_energy_ev": -11.51}

{"formula": "C19H25N5", "method": "ωB97M-V/def2-TZVPD", "symbols": ["N", "N", "C", "C", "C", "C", "C", "C", "C", "C", "C", "C", "N", "N", "N", "C", "C", "C", "C", "C", "C", "C", "C", "C", "H", "H", "H", "H", "H", "H", "H", "H", "H", "H", "H", "H", "H", "H", "H", "H", "H", "H", "H", "H", "H", "H", "H", "H", "H"], "positions_angstrom": [[2.056, -4.105, 1.953], [-1.465, 0.535, 0.694], [1.939, -4.356, 3.262], [1.287, -3.147, 1.418], [-2.192, 0.757, 1.805], [-0.588, -0.459, 0.732], [1.005, -3.697, 4.086], [0.422, -2.412, 2.224], [-0.454, -1.276, 1.888], [0.174, -2.721, 3.539], [-1.235, -1.043, 3.039], [-2.107, 0.033, 3.018], [-0.924, -1.972, 4.008], [0.122, -0.661, -0.442], [0.846, 1.801, -3.991], [-3.053, 0.492, 4.126], [-1.511, -2.199, 5.340], [0.041, 0.214, -1.616], [0.889, 0.305, -4.008], [2.006, 2.639, -3.648], [0.007, 2.470, -5.012], [1.088, -0.250, -2.583], [1.492, 4.058, -3.947], [0.146, 3.932, -4.624], [2.624, -5.073, 3.730], [1.489, -2.926, 0.395], [-2.784, 1.666, 1.758], [0.915, -3.976, 5.122], [0.968, -1.208, -0.350], [-3.870, 1.132, 3.779], [-3.497, -0.313, 4.673], [-2.483, 1.150, 4.818], [-2.552, -2.499, 5.182], [-1.488, -1.240, 5.897], [-1.021, -2.999, 5.917], [-0.975, 0.134, -2.078], [0.232, 1.246, -1.315], [1.756, -0.013, -4.573], [-0.031, -0.170, -4.450], [2.826, 2.410, -4.311], [2.353, 2.516, -2.621], [-1.033, 2.144, -4.895], [0.402, 2.290, -6.017], [1.125, -1.347, -2.646], [2.050, 0.148, -2.211], [1.401, 4.625, -3.001], [2.186, 4.571, -4.625], [-0.651, 4.276, -3.893], [0.064, 4.521, -5.544]], "forces_ev_per_angstrom": [[0.068, -0.084, -0.137], [-0.402, 0.146, 0.789], [-0.758, 0.857, 0.451], [0.846, -0.406, 1.938], [1.132, -0.558, 0.467], [0.018, -0.183, -0.498], [-0.114, -0.439, 0.288], [-0.806, 1.665, -2.545], [0.570, -0.557, -0.111], [-0.223, -0.751, 0.426], [0.205, 0.235, -0.952], [-2.085, 1.440, -0.684], [1.786, -1.237, 0.860], [0.068, -0.512, 0.859], [-1.485, -0.970, 0.247], [1.172, 0.959, 0.122], [-0.437, 1.026, -0.462], [-0.906, -0.475, 0.536], [0.128, 1.026, 0.668], [-1.117, -0.571, -0.788], [0.687, -0.431, 1.520], [0.565, 0.555, -0.722], [0.867, 0.549, 0.512], [-1.395, 0.525, 0.143], [-0.308, 0.166, -0.418], [-0.198, 0.030, -0.583], [-0.332, -0.253, 0.113], [0.119, -0.134, 0.212], [-0.272, 0.222, -0.130], [0.192, -0.267, -0.369], [-0.180, -0.509, 0.411], [-0.348, -0.532, -0.021], [0.072, 0.059, 0.276], [-0.042, -0.725, -0.060], [0.122, 0.469, -0.582], [0.672, 0.214, 0.490], [-0.297, 0.047, -0.192], [0.241, -0.342, -0.585], [0.735, 0.941, 0.277], [0.753, -0.155, -0.292], [-0.200, -0.122, 0.039], [0.250, -0.191, -0.386], [-0.241, -0.026, -0.250], [0.067, 0.240, 0.116], [-0.065, -0.529, -0.166], [0.179, -0.085, -0.596], [0.027, 0.011, 0.437], [0.672, -0.614, -1.051], [0.000, 0.274, 0.381]], "lowdin_charge": [0.04, 0.11, -0.15, -0.07, -0.09, -0.27, 0.00, -0.09, -0.01, -0.16, -0.14, -0.18, -0.01, 0.04, -0.18, -0.06, 0.00, -0.21, -0.18, -0.17, -0.19, -0.21, -0.18, -0.20, 0.10, 0.09, 0.11, 0.09, 0.10, 0.07, 0.05, 0.09, 0.09, 0.10, 0.09, 0.13, 0.11, 0.10, 0.13, 0.10, 0.11, 0.12, 0.11, 0.12, 0.11, 0.11, 0.11, 0.13, 0.10], "lumo_energy_ev": 0.702, "largest_force_ev_per_a": 3.15, "orbital_gap_ev": 8.21, "e_above_lowest_kj_mol": 0.0, "smiles": "Cc1cnc(NCCCN2CCCC2)c2c3cnccc3n(C)c12", "spin_multiplicity": 1, "energy_ev": -27558.9724, "homo_energy_ev": -7.51}